189
Properties=species:S:1:pos:R:3:forces:R:3 method="wB97M-V/def2-TZVPD" total_charge=0 gap_ev=9.39
C -0.26773 -4.16507 -1.64212 -1.8767 -1.8241 0.6781
C 0.13009 4.11067 -0.93404 -0.0343 0.5256 -0.2995
H -4.02848 -0.17313 -6.36695 -0.1598 -0.8914 0.2916
H 5.02711 -5.59327 -2.87480 -0.3924 0.6062 0.2235
H -1.92818 3.32744 -5.72620 0.5247 -0.4849 -0.0166
H -6.36921 1.06014 -0.22048 0.3297 -0.2700 0.8037
C 5.08769 -2.95600 -2.28871 3.2462 0.7666 0.9960
H -6.11151 0.92925 1.55346 -0.1543 0.1493 0.5040
H -0.37067 -4.97034 2.75140 -0.1753 -0.3813 -0.9873
C 1.45301 -0.21182 -2.26660 0.1361 0.7604 -0.7601
H 3.44344 -4.80918 -3.26249 0.6413 0.3028 -0.0161
H -2.43575 5.00917 0.77509 -0.3474 -0.4477 0.3384
H 5.51896 3.66060 1.89557 0.4725 0.4897 0.5183
C -3.82336 -1.24573 -6.09905 -0.3625 -0.4619 -0.9538
N -2.40787 -2.40222 4.45245 1.1958 -0.4303 1.0921
H -0.62946 6.31750 -8.42587 0.2922 0.1886 -0.2941
H 1.08421 -0.22766 -6.15883 0.1162 -0.5103 0.2778
H -2.86892 4.64754 -6.29682 -0.0455 -0.2276 -0.3678
H -0.06756 -2.76483 1.49566 -0.1137 0.3952 0.4109
H -2.19549 -3.28981 -1.22264 -0.2037 0.2560 0.8900
H -1.65343 -5.63848 -0.57845 -1.0512 -0.0906 -0.3591
H -6.69282 -3.24897 1.01317 -0.2720 -0.1122 0.0109
H 5.23131 2.72150 4.24783 0.0572 -0.5570 -0.6837
C -3.91914 -0.16885 -0.92749 -1.5219 2.9128 -0.3390
C 1.10810 -1.53291 5.36533 -0.2712 -0.3174 0.2535
H 1.81769 -1.99400 6.04988 0.1731 -0.2879 0.0692
H 1.74700 -4.49850 3.02096 0.2343 0.0684 0.2994
H 4.27700 -4.12213 4.49717 -0.5119 -1.2234 0.3329
H 0.69376 0.51471 -7.44270 -0.3795 1.5686 -1.0633
H 0.40645 7.07527 -6.19477 0.2743 -0.6625 0.2552
H 3.81128 -6.77307 1.14414 -0.3137 -0.8570 0.3948
O -0.12223 -1.32062 6.02414 -0.8914 -0.2852 -0.7460
N -2.49349 4.07921 1.21349 -0.5946 1.2018 0.9822
H -3.11261 -0.96693 8.25014 0.9777 -0.6444 -0.3643
H -2.18959 -3.85980 -2.81305 1.0038 -0.1977 0.2989
H 1.65318 -1.22119 -2.58171 -0.2466 -1.0593 0.4790
C 1.00394 -0.76072 -0.07415 -0.0058 -0.3550 0.3469
O 3.10478 -3.44798 -1.00976 0.7286 -0.9630 -1.3163
H 0.10586 6.99176 -2.42682 -1.3026 0.1304 0.2245
C -0.67430 -5.21773 -0.51529 2.3311 -0.0217 -0.4429
H -3.81701 0.24875 1.19849 0.2006 0.0971 -0.1554
H -5.01578 -0.70057 3.21204 0.0648 0.1145 0.4603
H 4.92232 -4.34866 -0.57882 -0.2523 0.4335 -1.3955
H 3.85153 3.20723 1.48403 0.6616 0.0434 -0.2669
O -0.93059 4.96635 -6.65531 -0.5232 -1.0047 0.1539
C 0.53644 4.41720 -2.40847 -1.0618 2.4646 0.9377
N 0.30664 -4.73300 -2.84402 1.8658 0.2827 0.7085
C 4.17083 -3.31799 3.81066 -2.4514 1.7116 1.7480
N -0.58608 2.85095 -0.84787 1.3744 -0.6693 0.2577
H -1.00739 -3.25896 -6.69059 1.0417 0.3209 -0.9447
H -0.59750 -1.74177 2.69611 -0.4356 -0.4492 0.5476
C -1.70629 1.11360 8.57950 0.0305 -1.9949 -0.2683
C -2.25763 3.02267 3.50365 -0.5078 -0.2557 0.4624
H -2.06877 0.40482 6.49487 0.5222 -0.1951 1.1850
H -2.78487 1.17219 8.79938 0.2794 0.3432 -0.3020
H -0.07511 -6.40065 1.74888 0.0429 0.0969 -0.3636
H 1.19729 -5.23130 -2.67811 -0.8735 0.4209 -0.0900
H -4.44775 -2.74989 4.56345 -0.8444 -0.5219 0.6749
C 0.54570 6.66846 2.18132 0.4303 -0.1217 0.5777
C -0.65560 4.74432 2.79439 -2.3308 1.1376 -0.9139
H -2.45220 3.35283 4.54305 0.1708 -0.0706 -0.4602
H 3.62387 2.25395 3.88439 -0.4800 -0.0888 0.0403
H 0.03722 -6.07895 -0.53913 -0.2676 0.3901 -0.2354
H 0.88068 -2.19479 4.51908 0.3135 0.2681 0.2327
H 0.03427 4.07688 2.32037 0.6423 -0.1846 -0.6196
C 3.63557 -3.58307 2.44864 0.4475 -1.0825 -1.3043
H -1.48456 2.98251 -1.25106 -0.8027 -0.7694 -0.5603
H 4.50371 -3.88338 1.79648 -0.5720 -0.0128 0.5880
N -2.17339 -1.23113 7.87104 -1.8077 0.3804 0.9308
C -0.39928 -1.19845 -7.20501 1.9244 -1.3952 -1.6658
H -2.75148 5.03122 2.98516 0.3395 -0.1889 0.1255
H -4.36872 0.39773 -1.81135 0.5332 -0.9262 0.9045
C -2.01367 4.01499 -6.55913 0.0426 1.0003 -1.2924
H 0.39531 -3.52390 -1.08116 0.6100 0.2711 -0.4275
H 1.08756 3.61718 -2.71317 1.4438 -2.5290 -0.9037
H 3.53758 -5.95902 -2.08523 -0.2855 -0.6691 1.1248
O 3.08504 -6.00776 2.97390 0.1389 0.3968 -0.7219
C -4.17290 -0.75680 3.91443 -0.0458 -0.3113 -0.5145
H 1.21506 6.79685 -0.96788 -0.2949 0.1073 -1.3846
H 0.87919 3.88275 -6.43387 -0.4409 0.2865 0.0782
H -2.87056 -0.21663 -1.06591 1.1111 -0.0151 -0.0164
H -1.91912 0.30804 -6.82777 0.0490 0.5006 -0.5464
H -1.71060 -5.78716 2.02816 -0.4472 -0.0075 -0.6406
H 2.15106 -2.12064 2.13458 1.2468 -0.3782 -0.5224
H 0.33545 -0.74592 7.90995 0.5963 -0.2431 0.6317
H -3.64080 -3.93334 2.56860 0.1682 -1.1211 0.3135
C 4.93319 1.58667 2.34638 -0.1405 0.3392 0.0351
H 0.21789 1.41616 1.46710 -0.1089 0.5950 -0.4967
H 1.33849 -1.76271 -0.42591 -0.2256 0.4258 0.7142
H 1.68061 7.56435 -2.58845 0.2501 -0.5944 0.4485
H 5.28935 2.62407 0.48514 -0.5939 0.3797 0.6601
H -1.25411 -0.46217 -5.41629 -0.6386 -0.6518 -0.5070
H 3.70500 -1.64615 1.73323 0.8591 1.0227 0.2733
H -3.11921 2.39225 3.23587 0.3289 0.1439 -0.1370
H -6.11345 -0.54659 0.49143 0.1755 0.7750 0.5022
O -0.49652 -4.60048 0.75272 -0.4109 0.0993 -0.4362
H -5.09708 -3.14265 0.25411 -0.3097 -0.5926 -0.2157
C -4.32931 0.66139 0.31337 0.7006 -0.9361 0.2190
H 0.44035 0.52912 6.67262 -0.4095 -0.2310 0.2898
H 1.29670 6.00518 1.62757 -0.9187 1.0764 0.5683
H -0.73048 0.49163 2.71749 1.8182 0.1898 -1.2501
C -1.55898 0.00577 7.45214 -0.2392 1.2247 -1.4232
H 4.55005 -2.56949 -3.12552 -0.6221 0.0833 -0.5298
H 4.76591 1.02611 4.46326 -0.1353 0.2256 -0.4558
N 3.09145 -2.41731 1.74577 -2.2450 -1.2803 0.4050
O -0.71828 6.06843 2.26289 0.5513 -1.1932 -0.2835
H -0.44670 4.77380 3.82973 0.4752 0.1481 1.4158
H 3.14135 1.07061 1.72954 1.0017 -0.7743 0.0774
H 4.91054 -5.89704 2.07074 0.6770 -0.2139 0.3473
C -5.64217 -3.45888 1.16355 0.5492 0.0362 -1.3554
H 0.35767 -2.76055 -5.83174 0.5525 0.4307 0.9857
O -3.90930 1.97036 0.05173 -0.5277 -0.0362 -1.2236
C -0.13749 -0.36008 7.02433 0.6975 1.6143 0.4699
C -0.68734 -5.49122 1.79960 0.6448 0.3569 2.4919
H -5.47792 -4.54500 1.32712 -0.0643 0.4896 0.1545
O 0.52547 -0.06505 -1.19738 -0.0689 -0.1316 -1.0282
C -1.55348 -0.65190 -6.49123 -0.9799 -0.5323 1.4015
H 0.11580 3.76392 -8.03076 -0.1487 0.5253 0.6452
H -4.34326 -1.11464 -0.84061 -0.6412 -1.8486 -0.1472
C 1.40919 4.01347 -0.15933 0.8082 0.2341 -0.2168
C 2.63607 -4.76466 2.44140 -1.1095 0.4758 -1.4755
C 0.29066 4.47466 -7.16812 -0.5089 -2.7580 -0.1933
C -3.74116 -2.21579 3.97460 -0.0318 -0.6511 -1.6964
H 2.05722 5.27213 -8.06629 -0.7190 0.0274 0.2973
N 0.11184 -1.88493 2.00093 0.1559 -0.1232 -1.5456
H -0.32612 -5.30532 -3.35786 -0.4753 -0.4000 -0.1874
H 1.56925 -0.60586 5.02465 -0.1453 0.2590 -0.2407
H 0.92419 0.19116 -3.16189 0.8566 0.4823 0.6429
H 0.42402 5.78812 -9.58565 -0.2452 0.5728 0.7012
C 4.11874 -6.63184 2.19232 -0.0780 0.4016 1.2286
H 2.07175 3.27606 -0.61258 -0.1119 -0.4162 -0.0130
H -4.49395 -0.37096 4.90772 0.5748 -0.0314 -0.6965
H -0.69191 -1.36172 -8.27136 0.2986 0.7923 0.5028
C -0.06707 -2.65619 -6.80623 -0.3161 -0.1632 -0.1961
H 3.58284 -2.48396 4.36169 0.8107 -1.3078 -0.9443
H 5.30268 -2.12019 -1.57862 -0.0046 -0.3397 -0.7387
H -1.32132 2.07300 8.22231 0.0088 -0.1823 0.4127
H 1.85258 -0.15748 0.22826 0.8181 -0.4260 0.5230
H -0.04428 1.98752 -1.14313 -1.1638 1.4173 0.2308
H -2.35855 -1.79288 7.04927 0.0590 -0.2465 0.0630
H -1.28337 0.73529 9.55349 0.1174 0.6110 -1.0796
H 2.20618 -4.83247 1.37787 0.8076 -0.3464 1.0754
C 1.32367 6.58110 -6.55064 0.9130 0.6927 0.7936
H 6.11184 -3.35242 -2.67371 -1.6692 0.6529 0.6369
H 2.50911 0.16957 -2.04140 -1.5201 0.2525 -0.2619
C -5.82055 0.52658 0.60325 -0.4143 -0.3559 -2.2033
C -0.03494 -0.74228 1.07192 0.2756 0.3253 -0.1062
H -1.05131 -0.66415 0.59560 0.7028 -0.1559 0.3438
H -4.57981 -1.94564 -6.58629 0.6895 1.1243 0.9046
C 0.19096 0.47577 1.97734 -2.3024 -0.5495 1.4715
C 1.07449 5.60572 -7.65304 0.9145 1.6977 -1.2037
C 4.36716 -4.00085 -1.51984 -0.7974 -0.2501 1.9388
H 1.08546 0.35175 2.59043 0.0662 -0.1432 -0.0664
C 4.91394 2.87330 1.50946 -0.8199 -1.5054 -1.1693
H -1.27792 -2.41628 -2.40070 0.1165 0.2693 -0.1658
N 0.85159 -0.40046 -7.13112 -0.4853 -1.2275 0.6150
H 5.13459 -3.00694 3.71638 2.8475 1.5013 -0.2116
H 4.45288 -7.51724 2.84145 -0.4407 1.1020 -1.6114
H -1.75117 3.60161 0.80412 1.4744 -1.5315 -1.3985
N 0.35563 6.34014 -8.70848 -0.1236 -0.8345 -1.0068
H -3.35788 -0.21361 3.41132 -0.1002 0.3424 0.6059
H -3.06893 -2.43318 1.85108 -0.7702 -0.1817 0.4919
H 0.73428 -3.01299 -7.50443 -1.1336 -0.0875 0.4101
H -0.56485 4.88950 -0.49132 0.9234 -0.5425 -0.6019
H 1.95246 6.09705 -5.79414 -0.6735 0.0938 0.5076
H 1.28532 3.78386 0.88183 -0.1364 -0.1992 0.4254
C 4.11255 -5.13514 -2.44354 -0.6372 -0.9503 -1.5352
H -3.82619 -1.35980 -4.98481 0.1177 0.0191 -0.8396
O -5.18099 -2.62731 2.16567 0.5353 -0.3707 0.8526
H -3.54986 2.48762 0.76354 0.1421 0.4520 0.8789
C -1.51505 -3.41015 -2.04140 -0.9030 0.5091 -0.7320
C 1.09232 6.76444 -2.10154 0.9505 -0.1548 0.3899
H 1.94555 7.39878 -6.88055 0.2041 0.2879 -0.5346
H 0.29630 7.60933 1.64743 1.0124 -0.3256 0.4755
O 1.47914 5.50438 -2.64287 -0.8390 -0.1784 0.5355
H -2.26606 -3.32712 4.93672 -0.0796 1.7272 -0.5295
H -2.07483 -1.59661 4.99862 0.0699 -0.9645 -0.1589
H 5.89827 1.12026 2.32086 0.5684 -0.3501 -0.3981
H -1.34733 2.41876 3.54139 -0.1491 -0.1500 -0.1467
H -2.18903 3.49668 -7.57185 0.2564 0.5693 1.5445
C -2.08222 4.24090 2.60508 -0.7715 0.5274 1.0480
H 0.90292 6.79907 3.25988 0.0176 0.3428 -1.4357
O -2.58714 -1.63145 -6.71567 -0.3243 1.1789 1.4067
H -0.36512 4.44429 -3.04432 0.1775 0.5631 0.0550
O 4.00798 0.59324 1.81789 -0.4899 1.5203 0.2186
H 1.98455 4.92412 -0.25583 0.0878 0.3709 0.1617
H 3.27417 -3.08720 -0.13310 -0.1964 0.3659 0.6893
C 4.64285 1.89375 3.79015 -0.1463 0.2762 1.4020
C -3.83080 -2.88735 2.55538 -0.4736 2.5763 0.3156